C44H46As2NO5PSZr | ωB97M-V with the def2-TZVPD basis set

XYZ file:
```
101
Properties=species:S:1:pos:R:3:lowdin_charge:R:1
Zr 0.4907 -1.0140 1.4648 1.4696
O 1.4694 -0.2950 5.2454 -0.2357
S 1.7679 -0.5258 3.8750 0.5419
O 1.2320 0.4818 2.9029 -0.5027
O 1.1472 -1.7981 3.3229 -0.4218
C 3.5038 -0.5921 3.6236 -0.2788
C 4.2786 -0.7511 4.7690 -0.0537
C 5.6550 -0.7485 4.6605 -0.0638
C 6.2379 -0.5787 3.4093 -0.0527
C 5.4526 -0.4337 2.2800 -0.0869
C 4.0559 -0.4340 2.3460 -0.2677
P 3.0986 -0.7649 0.7635 0.9609
C 3.5349 -2.3343 0.2463 -0.4051
C 2.6341 -3.4162 0.8068 -0.4158
C 2.9285 -4.7352 0.1323 -0.0773
C 4.0617 -4.9666 -0.5412 -0.1206
C 5.0689 -3.9393 -0.7347 -0.1275
C 4.7793 -2.6689 -0.3633 -0.1482
C 3.8486 0.4398 -0.3839 -0.3641
C 4.5725 1.5595 0.0138 -0.1116
C 5.1656 2.3842 -0.9339 -0.0915
C 5.0128 2.1177 -2.2858 -0.0892
C 4.2683 1.0168 -2.6913 -0.0814
C 3.6983 0.1769 -1.7466 -0.1053
H 3.7941 -0.8560 5.7299 0.1141
H 6.2681 -0.8743 5.5422 0.1084
H 7.3162 -0.5715 3.3128 0.1103
H 5.9320 -0.3429 1.3129 0.1048
H 2.7997 -3.5603 1.8925 0.1260
H 2.1905 -5.5229 0.2508 0.1010
H 4.2310 -5.9465 -0.9745 0.0915
H 5.9910 -4.1749 -1.2487 0.0801
H 5.4820 -1.8735 -0.5992 0.0946
H 4.6968 1.7776 1.0681 0.1051
H 5.7474 3.2396 -0.6127 0.1060
H 5.4765 2.7610 -3.0229 0.1032
H 4.1552 0.7962 -3.7456 0.1053
H 3.1663 -0.7175 -2.0526 0.1055
C 1.7045 3.4290 -0.8814 -0.3046
As 0.5704 2.1255 0.0364 1.1321
C -0.9773 2.3779 -1.1591 -0.3099
C 0.0187 3.2307 1.5651 -0.4283
C 0.6744 4.4039 1.9226 -0.0995
C 0.2816 5.1092 3.0525 -0.0756
C -0.7698 4.6539 3.8364 -0.0770
C -1.4247 3.4804 3.4919 -0.0949
C -1.0277 2.7695 2.3683 -0.4281
As -1.7715 1.0809 1.7954 1.1158
C -3.6489 1.5257 1.4920 -0.2658
C -2.0777 0.1278 3.4859 -0.2686
H 2.6158 3.6102 -0.3207 0.0103
H 1.1633 4.3633 -1.0285 0.0386
H 1.9796 3.0071 -1.8475 0.0218
H -1.5491 3.2607 -0.8735 0.0365
H -1.6157 1.4974 -1.1434 -0.0167
H -0.6038 2.5106 -2.1743 0.0242
H 1.4983 4.7796 1.3288 0.0884
H 0.8032 6.0184 3.3230 0.1051
H -1.0731 5.2066 4.7160 0.1049
H -2.2398 3.1207 4.1097 0.0985
H -4.0288 2.0627 2.3601 0.0297
H -4.2149 0.6061 1.3497 0.0338
H -3.7472 2.1486 0.6059 0.0162
H -2.5938 0.7719 4.1976 0.0292
H -1.1595 -0.2058 3.9670 0.0029
H -2.7031 -0.7363 3.2615 0.0387
C -7.3917 1.1298 -2.7069 -0.0570
C -6.8647 -0.2839 -2.7108 -0.2344
C -7.7708 -1.3233 -2.8569 -0.0657
C -7.3359 -2.6401 -2.8416 -0.0869
C -5.9920 -2.9104 -2.7241 -0.0327
C -5.0524 -1.8799 -2.5981 -0.1838
N -3.7177 -2.3292 -2.4964 0.1009
C -2.5310 -1.6261 -2.7011 -0.2042
C -2.3006 -1.0006 -3.9289 -0.0208
C -1.1224 -0.3221 -4.1720 -0.0674
C -0.1292 -0.2722 -3.2012 -0.0918
C -0.3379 -0.9092 -1.9922 -0.0614
C -1.5232 -1.5915 -1.7233 -0.0683
C -1.7393 -2.2736 -0.4019 -0.5378
O -2.3357 -3.3205 -0.2968 0.1074
O -1.2387 -1.6243 0.6360 -0.3293
C -5.4910 -0.5441 -2.5529 -0.1498
C -4.5671 0.6149 -2.2767 -0.0335
H -8.4678 1.1301 -2.8721 0.0730
H -6.9311 1.7346 -3.4909 0.0864
H -7.2055 1.6340 -1.7557 0.0778
H -8.8244 -1.0991 -2.9689 0.1038
H -8.0441 -3.4527 -2.9409 0.1026
H -5.6330 -3.9323 -2.7489 0.1144
H -3.6041 -3.1135 -1.8687 0.1161
H -3.0707 -1.0657 -4.6878 0.1260
H -0.9661 0.1528 -5.1325 0.1074
H 0.8061 0.2401 -3.3892 0.0995
H 0.4682 -0.9038 -1.2651 0.0615
H -4.0171 0.9361 -3.1631 0.0839
H -3.8262 0.3636 -1.5188 0.0645
H -5.1278 1.4750 -1.9161 0.0614
C 1.1779 -2.9681 0.6492 -0.2932
H 0.9300 -3.0177 -0.4172 0.0697
H 0.4838 -3.6577 1.1608 0.0773
```

* HOMO level: -5.53 eV
* HOMO-LUMO gap: 5.41 eV
* calculated total energy: -7393.38665 Ha
* energy relative to the best compared isomer or geometry (same formula, charge and spin): 1.3431 eV
* strongest force on any atom: 1.2 eV/Å
* M: 972.96 g/mol

=====

C6H13N2 | ωB97M-V with the def2-TZVPD basis set

XYZ file:
```
21
Properties=species:S:1:pos:R:3:lowdin_charge:R:1
C 0.6494 1.6692 -0.0511 -0.1275
C -0.0465 0.5454 0.1409 -0.0813
C 2.1540 1.4767 -0.0843 -0.1408
C 2.2472 -0.0622 -0.1088 -0.1191
C 0.4594 -1.7408 -0.1292 -0.0107
C -2.8977 0.7886 0.2665 0.1161
N 0.9364 -0.4846 0.5111 -0.1423
N -3.6072 -0.3164 -0.0927 0.1416
H 0.3974 2.6875 -0.3199 0.0936
H 2.6367 1.6819 -1.0952 0.1435
H 2.6464 1.8503 0.7859 0.1028
H 2.3139 -0.5119 -1.0716 0.1158
H 3.0665 -0.4478 0.3150 0.0886
H 0.8236 -1.9261 -1.0700 0.0786
H 0.6183 -2.5655 0.3984 0.0557
H -0.6223 -1.6970 -0.1927 0.0831
H -2.4975 1.5694 -0.3530 0.0806
H -2.6350 1.1010 1.2058 0.0514
H -4.1140 -0.8604 0.5860 0.1254
H 1.1662 -0.6919 1.5222 0.2127
H -3.9624 -0.4342 -1.0358 0.1324
```

* HOMO level (alpha / beta): -11.82 / -11.82 eV
* HOMO-LUMO gap (alpha / beta): 7.57 / 7.57 eV
* calculated total energy: -345.50099 Ha
* energy relative to the best compared isomer or geometry (same formula, charge and spin): 5.3068 eV
* charge: +1
* strongest force on any atom: 4.5 eV/Å
* M: 113.18 g/mol

=====

C15H35BN4O6P | ωB97M-V with the def2-TZVPD basis set

XYZ file:
```
62
Properties=species:S:1:pos:R:3:lowdin_charge:R:1
C -3.6411 2.2946 -1.4294 -0.0634
C -2.1813 1.9174 -1.1652 -0.2452
O -1.3534 2.4232 -2.2236 -0.1941
P -0.2664 1.5617 -3.0146 0.4946
O -0.0059 2.2198 -4.3142 -0.2920
C 1.2025 1.3734 -2.0056 -0.1878
C 1.6763 -0.0154 -1.5517 -0.1161
C 0.8106 -0.7666 -0.5033 -0.4314
C 0.2229 -2.0610 -1.1269 -0.1564
C -1.1215 -2.5048 -0.5319 -0.0885
O -0.1820 0.0690 0.0365 -0.0506
B 0.4258 0.7815 1.2169 -0.6741
C -0.6560 1.1389 2.3872 -0.0977
C -0.4430 2.5229 3.0464 -0.1568
C -1.6616 3.3825 3.0132 -0.5253
N -2.8530 2.7855 3.5901 0.0844
O -1.6978 4.4873 2.5561 0.0751
O 1.5674 -0.0867 1.6480 -0.0099
C 1.5857 -1.1866 0.7626 -0.3117
C 2.9859 -1.7482 0.6125 -0.0791
C 3.5500 -2.3268 1.9318 -0.6595
N 2.5350 -3.1401 2.6101 0.0831
N 4.0816 -1.2181 2.7298 0.0768
N 4.7019 -3.2059 1.6985 0.0552
O -0.8730 0.0877 -3.1750 -0.2190
C -2.0506 -0.0407 -3.9895 -0.2468
C -3.1283 -0.8391 -3.2525 -0.0602
H -4.2854 1.4173 -1.3175 0.0606
H -3.9947 3.0369 -0.7109 0.0646
H -3.7743 2.6739 -2.4429 0.0754
H -2.0479 0.8469 -1.0292 0.0917
H -1.8316 2.3756 -0.2374 0.1157
H 1.9850 1.8016 -2.6393 0.0952
H 1.0839 2.0215 -1.1349 0.0708
H 1.8276 -0.6446 -2.4365 0.1129
H 2.6738 0.1470 -1.1332 0.1074
H 0.1283 -1.9613 -2.2104 0.0905
H 0.9511 -2.8635 -0.9590 0.1040
H -0.9913 -3.2787 0.2291 0.0669
H -1.6196 -1.6574 -0.0575 0.0707
H -1.7833 -2.9012 -1.3075 0.0552
H 0.9283 1.8733 0.8074 0.1099
H -1.6788 1.0458 2.0000 0.0822
H -0.5689 0.3745 3.1694 0.0921
H 0.3529 3.0787 2.5453 0.0974
H -0.1502 2.4007 4.0953 0.1170
H -3.3220 3.5510 4.0714 0.0699
H -3.4744 2.5547 2.8173 0.0733
H 0.9370 -1.9515 1.2197 0.1375
H 3.6513 -0.9184 0.3568 0.1133
H 3.0313 -2.5117 -0.1711 0.1148
H 2.9417 -4.0176 2.9052 0.0574
H 2.1382 -2.6653 3.4081 0.0726
H 4.7674 -1.6264 3.3614 0.0631
H 3.3521 -0.8084 3.3023 0.0675
H 5.4712 -2.6476 1.3471 0.0708
H 4.4660 -3.9068 1.0060 0.0669
H -2.4224 0.9467 -4.2746 0.1065
H -1.7516 -0.5516 -4.9075 0.1151
H -2.7834 -1.1401 -2.2640 0.0554
H -3.3899 -1.7408 -3.8125 0.0696
H -4.0477 -0.2584 -3.1524 0.0625
```

* HOMO level: -4.54 eV
* HOMO-LUMO gap: 7.50 eV
* calculated total energy: -1629.43738 Ha
* charge: -1
* strongest force on any atom: 1.1 eV/Å
* M: 409.25 g/mol